Record 1
ORCA calculation (ωB97M-V/def2-TZVPD) on a cluster of 2 separate species, C9H14O in total in a non-equilibrium geometry.

Each line ends with the natural charge from an NBO analysis.
Positions of all 24 atoms, in Å:
O: 1.651 2.971 0.614  -0.738
C: -0.572 -1.718 -1.113  -0.234
C: -1.906 0.714 -0.931  -0.199
C: -2.263 -0.312 -0.073  -0.231
C: -0.154 -0.625 -1.838  -0.187
C: -1.657 -1.554 -0.237  0.007
C: -0.875 0.565 -1.843  -0.245
C: -2.159 -2.800 0.467  -0.635
C: 3.306 1.279 1.080  -0.644
C: 1.950 1.866 1.481  -0.066
H: -0.675 1.398 -2.500  0.216
H: -2.385 1.686 -0.850  0.210
H: 3.163 0.361 0.490  0.199
H: -3.025 -0.191 0.683  0.214
H: 0.922 2.762 0.026  0.472
H: 3.799 1.945 0.388  0.229
H: 0.733 -0.596 -2.471  0.213
H: -0.069 -2.672 -1.078  0.216
H: -2.412 -3.521 -0.305  0.221
H: -1.402 -3.194 1.148  0.218
H: 2.000 2.285 2.489  0.168
H: 3.898 0.914 1.917  0.209
H: -3.047 -2.680 1.077  0.216
H: 1.176 1.115 1.379  0.171

Computed properties:
LUMO = 0.8 eV
SMILES = Cc1ccccc1.CCO
Energy relative to the best compared isomer or geometry (same formula, charge and spin) = 16.8 kcal per mole
Highest occupied orbital energy = -9.195 eV



Record 2
ORCA calculation (ωB97M-V/def2-TZVPD) on a cluster of 2 separate species, C9H9Cl3O2 in total in a non-equilibrium geometry.

Each line ends with the natural charge from an NBO analysis.
Positions of all 23 atoms, in Å:
Cl: 3.509 -1.264 -0.962  -0.061
Cl: 3.568 0.200 1.534  -0.121
Cl: 4.844 1.287 -0.828  -0.146
O: -0.597 1.517 -0.765  -0.417
O: 0.888 1.505 0.878  -0.683
C: 0.039 0.886 0.117  0.894
C: 0.165 -1.245 1.351  -0.107
C: -0.014 -2.611 1.410  -0.208
C: 3.397 0.296 -0.250  -0.550
C: -0.656 -3.224 0.413  -0.132
C: -0.278 2.892 -1.010  -0.261
C: -0.958 -1.139 -0.762  -0.108
C: -1.134 -2.491 -0.666  -0.202
C: -0.280 -0.471 0.226  -0.233
H: -0.290 3.347 -0.096  0.204
H: -1.658 -3.004 -1.427  0.219
H: 0.760 2.874 -1.479  0.228
H: 1.014 -0.883 2.048  0.249
H: -0.836 -4.218 0.413  0.213
H: -0.945 3.318 -1.733  0.213
H: 0.430 -3.120 2.219  0.226
H: -1.402 -0.527 -1.413  0.216
H: 1.827 1.143 1.113  0.566

Computed properties:
LUMO = -1.4 eV
Energy relative to the best compared isomer or geometry (same formula, charge and spin) = 28.9 kcal per mole
Highest occupied orbital energy = -6.460 eV



Record 3
ORCA calculation (ωB97M-V/def2-TZVPD) on a cluster of 6 separate species, C15H35BrN5O5 in total in a non-equilibrium geometry.

Each line ends with the natural charge from an NBO analysis.
Positions of all 61 atoms, in Å:
Br: 0.709 0.293 -0.031  -0.877
O: -4.906 -1.052 -1.516  -0.635
O: -2.873 4.345 -1.453  -0.669
O: -1.140 -2.110 4.315  -0.731
O: 2.891 -3.520 -3.132  -0.700
O: 4.495 0.370 4.404  -0.678
N: 3.547 0.111 2.368  -0.631
N: -3.763 0.619 -2.377  -0.621
N: -1.272 2.809 -1.912  -0.667
N: -0.859 -1.807 2.185  -0.562
N: 2.776 -1.670 -1.946  -0.590
C: -1.195 3.206 -3.266  -0.394
C: 2.237 -2.619 -2.565  0.675
C: 4.008 -1.199 1.989  -0.404
C: 0.654 -2.528 -2.859  -0.681
C: -0.672 -1.467 3.313  0.644
C: 0.300 -0.419 3.661  -0.659
C: -2.129 3.043 0.360  -0.691
C: -1.402 -3.053 1.749  -0.390
C: -2.079 3.482 -1.082  0.666
C: -3.899 -0.397 -1.514  0.670
C: 2.925 2.044 3.782  -0.705
C: -4.876 1.302 -3.100  -0.431
C: -2.625 -0.787 -0.769  -0.752
C: 4.188 -1.613 -1.694  -0.436
C: 3.705 0.772 3.477  0.648
H: 3.396 -1.589 1.282  0.200
H: -0.813 -3.818 2.188  0.202
H: 1.174 -0.643 3.827  0.206
H: -2.734 3.748 0.776  0.231
H: 4.199 -1.964 2.795  0.218
H: -0.368 -1.265 1.473  0.427
H: 4.694 -2.186 -2.671  0.249
H: -0.183 0.075 4.597  0.219
H: 2.318 -1.054 -1.448  0.413
H: 0.341 0.389 3.080  0.212
H: 0.084 -2.991 -2.187  0.211
H: -1.112 3.130 0.855  0.228
H: 4.202 -2.208 -0.897  0.188
H: 2.909 2.439 4.883  0.246
H: 0.651 -1.362 -2.723  0.211
H: -5.707 0.691 -3.040  0.224
H: -1.600 -0.842 -1.332  0.258
H: -1.291 -3.091 0.694  0.191
H: 1.874 2.063 3.499  0.227
H: -2.418 2.070 0.296  0.217
H: -2.353 -3.068 2.024  0.207
H: 3.304 2.805 3.001  0.228
H: -2.608 -0.168 0.139  0.238
H: 4.310 -0.558 -1.302  0.212
H: -2.116 3.343 -3.548  0.206
H: 5.239 -1.011 1.766  0.187
H: -2.962 1.131 -2.021  0.395
H: -0.449 4.000 -3.455  0.188
H: -4.787 1.490 -4.182  0.203
H: -5.316 2.255 -2.538  0.202
H: -0.618 2.381 -3.810  0.193
H: -0.598 1.924 -1.469  0.457
H: 2.698 0.200 1.716  0.440
H: -2.643 -1.813 -0.710  0.235
H: 0.540 -2.658 -3.945  0.231

Computed properties:
LUMO = 2.5 eV
Total charge = -1
Energy relative to the best compared isomer or geometry (same formula, charge and spin) = 41.8 kcal per mole
Highest occupied orbital energy = -6.553 eV



Record 4
ORCA calculation (ωB97M-V/def2-TZVPD) on a structure of composition C32H35ClFIrN4O5S in a non-equilibrium geometry.

Each line ends with the Löwdin spin population.
Positions of all 80 atoms, in Å:
Ir: 0.966 -1.362 -2.159  0.001
Cl: 1.080 -7.647 -1.457  0.023
S: 0.105 -2.837 -0.494  0.012
F: 1.443 1.482 4.030  0.000
O: 0.906 0.129 -0.684  0.000
O: -0.776 -0.632 -2.899  0.000
O: -1.916 1.127 -3.647  0.000
O: 1.517 -1.873 -3.949  -0.002
O: 2.758 -2.175 -1.535  0.003
N: -0.611 3.362 4.589  0.000
N: -2.150 3.951 6.450  0.000
N: 2.761 -2.907 -0.426  0.002
N: -1.882 3.014 -0.065  0.000
C: 1.722 -3.944 1.414  0.000
C: -0.054 -6.798 -2.469  0.119
C: -0.040 0.922 -0.511  0.000
C: -0.394 2.801 3.305  0.000
C: -2.640 5.192 -1.087  0.000
C: -1.021 1.273 -1.480  0.000
C: -0.154 2.680 5.795  0.000
C: 0.324 -5.564 -3.060  0.048
C: 3.969 -3.320 0.015  0.000
C: -1.792 5.180 5.660  0.000
C: -2.720 4.194 0.025  0.000
C: -0.664 -4.923 -3.855  0.116
C: -2.059 5.522 0.253  0.000
C: 2.942 -4.336 1.905  0.000
C: 1.576 -4.970 -2.888  0.491
C: -2.233 -6.699 -3.463  0.144
C: -0.914 3.295 6.990  0.000
C: 0.697 1.226 1.830  0.000
C: 2.321 -1.527 -6.160  0.000
C: -1.907 -5.477 -4.052  -0.012
C: -1.299 -7.354 -2.666  -0.015
C: -1.080 2.617 0.990  0.000
C: -1.213 3.185 2.261  0.000
C: -0.144 1.595 0.783  0.000
C: 1.405 -0.996 -5.070  0.000
C: 4.093 -4.035 1.173  0.000
C: 1.622 -3.237 0.208  0.005
C: 1.765 0.446 -4.736  0.000
C: -0.600 4.806 4.758  0.000
C: -1.237 0.563 -2.808  0.000
C: 0.584 1.832 3.047  0.000
C: -1.871 2.301 -1.214  0.000
H: -2.569 6.242 0.880  0.000
H: 0.919 2.780 5.973  0.000
H: -2.634 -4.965 -4.669  -0.004
H: -0.685 5.304 3.797  0.000
H: 4.796 -3.040 -0.619  0.000
H: 1.795 -4.032 -3.382  0.026
H: -2.590 2.588 -1.971  0.000
H: 1.448 0.463 1.667  0.000
H: 3.365 -1.350 -5.893  0.000
H: 3.011 -4.873 2.841  0.000
H: -2.824 4.165 7.184  0.000
H: 0.800 -4.178 1.927  0.000
H: -0.404 -3.969 -4.301  0.004
H: 2.780 0.486 -4.333  0.000
H: -1.985 3.922 2.438  0.000
H: 0.338 5.135 5.220  0.000
H: -0.380 1.620 5.704  0.000
H: 1.073 0.862 -4.000  0.000
H: -0.980 5.537 0.340  0.000
H: 5.074 -4.361 1.488  0.000
H: 0.376 -1.005 -5.445  0.000
H: -1.946 4.985 -1.890  0.000
H: -3.554 5.674 -1.402  0.000
H: 2.174 -2.601 -6.282  0.000
H: 2.107 -1.030 -7.108  0.000
H: -1.195 2.539 7.718  0.000
H: -1.539 -8.303 -2.205  -0.004
H: -2.571 3.290 5.793  0.000
H: -3.687 4.019 0.481  0.000
H: -2.669 5.470 5.086  0.000
H: -0.334 4.065 7.493  0.000
H: -1.542 5.978 6.357  0.000
H: 2.341 -5.426 -2.275  0.032
H: -3.206 -7.144 -3.623  0.009
H: 1.709 1.066 -5.633  0.000

Computed properties:
LUMO (alpha / beta) = -3.4 / -3.4 eV
Total charge = +1
Spin multiplicity = 2
Energy relative to the best compared isomer or geometry (same formula, charge and spin) = 64.3 kcal per mole
Highest occupied orbital energy (alpha / beta) = -7.991 / -9.024 eV
Expectation value of S² = 0.792



Record 5
ORCA calculation (ωB97M-V/def2-TZVPD) on the molecule C3H5N3 in a non-equilibrium geometry.

Each line ends with the natural charge from an NBO analysis.
Positions of all 11 atoms, in Å:
N: 2.386 0.959 0.171  -0.257
N: -0.243 0.070 -0.018  -0.582
N: 2.012 -0.761 0.107  -0.268
C: -1.640 -0.366 -0.100  -0.417
C: 1.478 1.703 0.119  0.269
C: 0.706 -0.805 0.026  0.181
H: -2.266 0.483 -0.395  0.201
H: -2.027 -0.730 0.864  0.188
H: -1.806 -1.159 -0.845  0.186
H: 0.783 2.518 0.077  0.261
H: 0.616 -1.912 -0.007  0.240

Computed properties:
LUMO = -0.3 eV
Energy relative to the best compared isomer or geometry (same formula, charge and spin) = 110.4 kcal per mole
Highest occupied orbital energy = -8.696 eV



Record 6
ORCA calculation (ωB97M-V/def2-TZVPD) on a cluster of 3 separate species, C3H10NO4 in total in a non-equilibrium geometry.

Each line ends with the natural charge from an NBO analysis.
Positions of all 18 atoms, in Å:
O: 1.573 1.938 -1.444  -0.677
O: -1.341 -1.071 -0.223  -0.916
O: -3.843 0.222 -0.341  -1.000
O: -0.928 -1.830 2.063  -1.034
N: 0.787 -0.119 -0.613  -0.620
C: 1.708 0.834 -0.854  0.682
C: 3.082 0.569 -0.123  -0.709
C: -0.673 0.124 -0.389  0.126
H: -0.718 0.759 0.608  0.091
H: 3.789 1.019 -0.770  0.217
H: 3.199 -0.544 -0.122  0.201
H: -1.138 0.674 -1.101  0.144
H: 1.119 -0.744 0.113  0.386
H: -3.037 -0.339 -0.239  0.513
H: 3.131 1.044 0.854  0.223
H: -1.783 -1.812 2.516  0.438
H: -3.775 0.723 -1.096  0.448
H: -1.151 -1.446 1.163  0.488

Computed properties:
LUMO = 3.7 eV
Total charge = -1
Energy relative to the best compared isomer or geometry (same formula, charge and spin) = 45.0 kcal per mole
Highest occupied orbital energy = -4.401 eV